Record 1
Formula: C47H35Cl5LaN4O2P2
Source: OMol25
Level of theory: wB97M-V/def2-TZVPD

Computed properties:
**Net charge**: +1
**Calculated total energy**: -5196.60062 Ha
**Kohn-Sham gap**: 0.2670 hartree
**Spin multiplicity**: 1
**Relative energy (zero: lowest compared OMol25 entry of this formula, charge and spin)**: 0.000 eV

Each line ends with the Löwdin charge.
CARTESIAN COORDINATES (ANGSTROEM)
La: 9.272 14.825 15.427  1.867
C: 10.760 12.440 10.625  -0.117
N: 9.981 12.671 11.852  -0.524
P: 10.324 12.070 13.446  0.951
C: 11.353 10.598 13.259  -0.353
C: 10.879 9.487 12.521  -0.090
C: 11.560 8.304 12.501  -0.071
C: 12.800 8.220 13.089  -0.069
C: 13.328 9.285 13.769  -0.059
C: 12.607 10.482 13.862  -0.074
C: 8.726 11.423 13.939  -0.436
C: 7.896 10.974 12.931  -0.141
C: 6.562 10.785 13.205  -0.062
C: 6.060 11.022 14.500  -0.050
C: 6.957 11.293 15.543  -0.077
C: 8.299 11.558 15.268  -0.146
P: 8.939 13.981 12.013  0.949
C: 8.331 14.282 10.317  -0.350
C: 7.021 13.841 10.020  -0.091
C: 6.497 14.042 8.746  -0.076
C: 7.273 14.609 7.752  -0.078
C: 8.551 15.047 8.022  -0.071
C: 9.096 14.877 9.295  -0.092
C: 9.986 15.436 12.333  -0.437
C: 11.197 15.261 13.004  -0.193
C: 11.754 16.378 13.641  -0.093
C: 11.104 17.595 13.690  -0.067
C: 9.918 17.787 12.961  -0.049
C: 9.352 16.690 12.340  -0.112
H: 11.464 11.629 10.834  0.073
H: 11.327 13.304 10.252  0.079
H: 10.098 12.118 9.801  0.091
H: 9.913 9.516 12.036  0.094
H: 11.161 7.503 11.904  0.113
H: 13.339 7.300 13.081  0.109
H: 14.258 9.206 14.277  0.104
H: 12.980 11.325 14.401  0.084
H: 8.240 10.850 11.899  0.107
H: 5.897 10.423 12.428  0.112
H: 4.995 10.932 14.667  0.108
H: 6.541 11.312 16.537  0.103
H: 9.018 11.814 16.073  0.089
H: 6.353 13.422 10.756  0.092
H: 5.490 13.712 8.502  0.112
H: 6.854 14.751 6.774  0.108
H: 9.170 15.526 7.248  0.119
H: 10.113 15.235 9.473  0.110
H: 11.742 14.341 12.956  0.071
H: 12.698 16.282 14.132  0.111
H: 11.575 18.401 14.241  0.124
H: 9.467 18.785 12.968  0.124
H: 8.395 16.803 11.827  0.117
C: 9.902 21.471 9.026  -0.054
O: 10.126 21.900 10.369  -0.077
C: 9.076 21.932 11.204  -0.298
C: 7.774 21.571 10.882  -0.016
C: 6.769 21.524 11.859  -0.024
C: 7.046 21.916 13.149  -0.282
C: 8.339 22.282 13.483  -0.036
C: 9.331 22.331 12.525  0.008
N: 5.996 21.999 14.131  0.084
N: 5.925 21.184 15.034  0.092
C: 6.923 20.095 15.213  -0.188
C: 7.990 20.221 16.055  -0.030
C: 8.787 19.151 16.412  0.014
C: 8.532 17.892 15.907  -0.358
O: 9.372 16.889 16.142  -0.375
C: 7.402 17.705 15.048  -0.170
N: 7.104 16.447 14.623  0.025
C: 6.067 16.207 13.837  -0.140
C: 5.231 17.227 13.430  -0.037
C: 5.531 18.500 13.847  0.007
C: 6.601 18.823 14.666  -0.094
H: 10.756 21.882 8.478  0.101
H: 8.958 21.871 8.662  0.082
H: 9.895 20.379 8.978  0.096
H: 7.445 21.261 9.908  0.099
H: 5.787 21.134 11.575  0.118
H: 8.570 22.598 14.491  0.112
H: 10.278 22.810 12.772  0.127
H: 8.231 21.214 16.410  0.120
H: 9.661 19.345 17.018  0.129
H: 5.884 15.195 13.507  0.105
H: 4.371 17.086 12.757  0.124
H: 4.896 19.279 13.457  0.115
Cl: 12.716 13.354 17.337  0.618
C: 11.281 13.527 18.337  -0.709
C: 10.081 13.812 17.685  -0.364
C: 9.008 13.974 18.571  -0.723
Cl: 7.469 14.272 17.811  0.655
C: 9.089 13.915 19.974  -0.697
Cl: 7.686 14.035 20.964  0.698
C: 10.384 13.804 20.530  -0.655
Cl: 10.529 13.887 22.278  0.671
C: 11.482 13.558 19.712  -0.690
Cl: 13.059 13.306 20.416  0.675



Record 2
Formula: C47H36ClN4ORuSSbSe
Source: OMol25
Level of theory: wB97M-V/def2-TZVPD

Computed properties:
**Net charge**: +2
**Calculated total energy**: -5701.38220 Ha
**Kohn-Sham gap (spin up / spin down)**: 0.2492 / 0.2208 hartree
**Spin multiplicity**: 5
**Relative energy (zero: lowest compared OMol25 entry of this formula, charge and spin)**: 0.000 eV

Each line ends with the Löwdin charge.
CARTESIAN COORDINATES (ANGSTROEM)
Ru: 2.115 -0.525 0.705  1.256
Cl: 2.836 -3.772 7.130  0.726
C: 2.830 -3.243 5.492  -0.657
C: 3.186 -4.137 4.473  -0.051
C: 3.191 -3.733 3.161  0.017
C: 2.831 -2.422 2.803  -0.315
O: 2.878 -2.118 1.518  -0.264
C: 2.467 -1.518 3.835  -0.126
C: 2.107 -0.155 3.629  -0.053
N: 1.898 0.411 2.479  -0.073
C: 1.565 1.789 2.369  -0.211
C: 1.320 2.649 3.411  0.000
C: 1.006 3.999 3.165  -0.035
C: 0.926 4.483 1.890  0.000
C: 1.145 3.618 0.795  -0.144
C: 1.047 4.034 -0.551  0.030
C: 1.221 3.129 -1.560  -0.017
C: 1.512 1.798 -1.231  -0.123
N: 1.652 1.381 0.012  -0.037
C: 1.459 2.269 1.041  -0.155
C: 2.491 -1.953 5.178  -0.041
H: 3.463 -5.149 4.733  0.122
H: 3.477 -4.415 2.373  0.128
H: 2.003 0.446 4.527  0.130
H: 1.355 2.313 4.437  0.115
H: 0.832 4.654 4.007  0.123
H: 0.690 5.522 1.703  0.129
H: 0.827 5.071 -0.768  0.139
H: 1.135 3.411 -2.598  0.126
H: 1.656 1.055 -2.006  0.110
H: 2.228 -1.259 5.965  0.123
S: -0.074 -1.695 0.664  0.136
Sb: -1.331 -1.104 -1.172  1.356
C: -1.576 0.971 -1.411  -0.355
C: -1.819 1.598 -2.630  -0.114
C: -2.192 2.935 -2.651  -0.060
C: -2.334 3.639 -1.463  -0.053
C: -2.094 3.014 -0.247  -0.062
C: -1.717 1.681 -0.221  -0.139
C: -0.477 -2.052 -2.843  -0.361
C: -0.381 -3.441 -2.766  -0.138
C: 0.157 -4.157 -3.824  -0.072
C: 0.606 -3.488 -4.957  -0.068
C: 0.519 -2.105 -5.031  -0.065
C: -0.026 -1.385 -3.976  -0.113
C: -3.252 -1.831 -0.792  -0.362
C: -3.505 -2.532 0.381  -0.131
C: -4.788 -3.005 0.622  -0.058
C: -5.797 -2.778 -0.303  -0.051
C: -5.536 -2.076 -1.472  -0.061
C: -4.260 -1.599 -1.722  -0.113
H: -1.752 1.059 -3.566  0.095
H: -2.392 3.420 -3.597  0.118
H: -2.649 4.674 -1.487  0.119
H: -2.221 3.552 0.685  0.116
H: -1.545 1.192 0.733  0.050
H: -0.735 -3.973 -1.888  0.108
H: 0.211 -5.237 -3.773  0.118
H: 1.013 -4.048 -5.788  0.118
H: 0.864 -1.586 -5.916  0.117
H: -0.074 -0.306 -4.048  0.088
H: -2.719 -2.694 1.109  0.069
H: -4.996 -3.549 1.533  0.116
H: -6.794 -3.151 -0.112  0.117
H: -6.327 -1.902 -2.189  0.116
H: -4.068 -1.047 -2.636  0.105
Se: -1.562 0.197 3.457  0.801
C: -2.861 1.534 3.338  -0.695
C: -4.019 1.305 2.579  -0.139
C: -4.979 2.292 2.462  -0.067
C: -4.802 3.512 3.106  -0.056
C: -3.660 3.749 3.865  -0.070
C: -2.692 2.769 3.979  -0.133
H: -4.153 0.346 2.094  0.092
H: -5.872 2.111 1.880  0.113
H: -5.561 4.279 3.024  0.114
H: -3.535 4.695 4.373  0.112
H: -1.801 2.941 4.570  0.091
N: 3.123 -2.734 -2.726  0.168
C: 2.626 -2.486 -1.508  -0.155
N: 2.904 -1.263 -1.097  -0.037
C: 3.673 -0.682 -2.106  -0.228
C: 4.298 0.562 -2.180  -0.031
C: 5.006 0.846 -3.330  -0.057
C: 5.106 -0.078 -4.382  -0.058
C: 4.516 -1.322 -4.309  0.006
C: 3.808 -1.604 -3.147  -0.179
H: 3.034 -3.607 -3.220  0.168
H: 2.051 -3.196 -0.937  0.122
H: 4.256 1.267 -1.361  0.109
H: 5.511 1.798 -3.420  0.115
H: 5.676 0.188 -5.261  0.116
H: 4.617 -2.045 -5.108  0.122



Record 3
Formula: C47H36N7O2Ti
Source: OMol25
Level of theory: wB97M-V/def2-TZVPD

Computed properties:
**Net charge**: +1
**Calculated total energy**: -3195.74980 Ha
**Kohn-Sham gap**: 0.2171 hartree
**Spin multiplicity**: 1
**Relative energy (zero: lowest compared OMol25 entry of this formula, charge and spin)**: 0.138 eV

Each line ends with the Löwdin charge.
CARTESIAN COORDINATES (ANGSTROEM)
Ti: -0.186 -0.823 0.530  1.113
C: 2.613 -1.894 2.696  -0.048
O: 1.569 -0.951 2.482  -0.191
C: 1.585 0.208 3.195  -0.237
C: 2.601 0.555 4.071  -0.006
C: 2.518 1.749 4.774  -0.064
C: 1.424 2.582 4.599  -0.071
C: 0.419 2.227 3.712  -0.011
C: 0.494 1.041 2.995  -0.159
N: -0.513 0.622 2.028  -0.024
N: -1.571 1.353 2.110  0.121
C: -2.674 1.180 1.378  -0.142
C: -2.980 -0.031 0.685  -0.296
O: -2.162 -1.018 0.696  -0.117
C: -4.242 -0.165 0.042  0.018
C: -5.128 0.854 0.056  0.017
C: -4.870 2.100 0.725  -0.168
C: -5.809 3.147 0.681  -0.026
C: -5.545 4.345 1.292  -0.068
C: -4.330 4.518 1.972  -0.058
C: -3.400 3.505 2.027  -0.023
C: -3.654 2.271 1.406  -0.098
H: 2.680 -2.153 3.752  0.107
H: 3.565 -1.505 2.338  0.106
H: 2.345 -2.770 2.118  0.078
H: 3.457 -0.091 4.207  0.112
H: 3.314 2.021 5.458  0.113
H: 1.351 3.514 5.148  0.110
H: -0.436 2.869 3.565  0.099
H: -4.447 -1.098 -0.471  0.128
H: -6.080 0.742 -0.459  0.127
H: -6.745 2.992 0.154  0.118
H: -6.266 5.152 1.250  0.109
H: -4.119 5.464 2.456  0.110
H: -2.461 3.652 2.544  0.101
C: -1.125 4.543 -0.508  -0.077
C: -2.080 3.827 -1.221  -0.064
C: -1.922 2.467 -1.436  -0.039
C: -0.793 1.805 -0.958  -0.269
C: 0.159 2.525 -0.243  -0.061
C: -0.006 3.883 -0.013  -0.060
N: -0.655 0.386 -1.062  0.000
C: -0.913 -0.273 -2.205  -0.207
C: -1.183 0.320 -3.472  -0.016
C: -1.445 -0.470 -4.547  -0.044
C: -1.467 -1.896 -4.466  -0.067
C: -1.175 -2.502 -3.291  -0.007
C: -0.873 -1.702 -2.161  -0.191
N: -0.608 -2.208 -0.925  -0.078
N: -0.702 -3.446 -0.690  0.138
C: -0.705 -3.702 0.695  -0.292
C: -1.167 -4.937 1.114  0.015
C: -1.393 -5.129 2.461  -0.025
C: -1.143 -4.090 3.356  -0.028
C: -0.644 -2.909 2.865  -0.089
N: -0.401 -2.722 1.559  0.025
H: -1.258 5.604 -0.330  0.109
H: -2.969 4.326 -1.594  0.115
H: -2.702 1.903 -1.937  0.123
H: 1.026 2.014 0.148  0.100
H: 0.746 4.427 0.551  0.112
H: -1.148 1.393 -3.580  0.113
H: -1.644 0.003 -5.504  0.118
H: -1.696 -2.483 -5.345  0.108
H: -1.152 -3.580 -3.186  0.115
H: -1.375 -5.696 0.372  0.124
H: -1.782 -6.075 2.818  0.121
H: -1.337 -4.193 4.415  0.117
H: -0.399 -2.085 3.521  0.125
N: 1.510 -1.006 -0.236  0.066
C: 2.429 -0.961 -1.111  -0.238
C: 3.742 -1.634 -0.850  -0.179
C: 3.756 -2.936 -0.358  -0.052
C: 4.962 -3.585 -0.135  -0.068
C: 6.160 -2.923 -0.382  -0.070
C: 6.148 -1.619 -0.867  -0.063
C: 4.942 -0.981 -1.120  -0.015
C: 2.246 -0.362 -2.475  -0.181
C: 2.102 1.009 -2.658  -0.033
C: 1.973 1.532 -3.940  -0.066
C: 1.977 0.684 -5.040  -0.076
C: 2.120 -0.687 -4.857  -0.066
C: 2.270 -1.208 -3.580  -0.020
H: 2.813 -3.440 -0.171  0.109
H: 4.970 -4.606 0.228  0.108
H: 7.103 -3.428 -0.209  0.109
H: 7.082 -1.104 -1.062  0.110
H: 4.931 0.028 -1.521  0.122
H: 2.102 1.674 -1.805  0.102
H: 1.871 2.602 -4.074  0.112
H: 1.878 1.090 -6.040  0.109
H: 2.129 -1.353 -5.713  0.112
H: 2.399 -2.277 -3.441  0.128



Record 4
Formula: C47H37Cl3GaN6O5S
Source: OMol25
Level of theory: wB97M-V/def2-TZVPD

Computed properties:
**Net charge**: +1
**Calculated total energy**: -6221.46881 Ha
**Kohn-Sham gap**: 0.2152 hartree
**Spin multiplicity**: 1
**Relative energy (zero: lowest compared OMol25 entry of this formula, charge and spin)**: 0.273 eV

Each line ends with the Löwdin charge.
CARTESIAN COORDINATES (ANGSTROEM)
Ga: 0.517 -0.874 0.022  0.456
O: 2.401 -3.940 4.758  0.028
C: 2.630 -4.920 3.993  -0.686
O: 2.976 -6.075 4.140  0.056
C: 2.266 -4.224 2.672  -0.032
C: 0.948 -4.333 2.175  0.088
C: 0.513 -3.436 1.242  -0.169
N: 1.326 -2.483 0.762  0.098
C: 2.617 -2.427 1.138  -0.176
C: 3.128 -3.288 2.060  0.079
C: 3.359 -1.343 0.451  -0.173
C: 4.738 -1.248 0.421  0.018
C: 5.320 -0.184 -0.246  -0.017
C: 4.513 0.773 -0.844  -0.018
C: 3.145 0.607 -0.785  -0.072
N: 2.584 -0.443 -0.177  0.090
C: -0.834 -3.392 0.620  -0.184
C: -1.772 -4.396 0.769  0.023
C: -2.990 -4.275 0.125  -0.002
C: -3.232 -3.160 -0.664  -0.024
C: -2.244 -2.205 -0.778  -0.067
N: -1.071 -2.311 -0.147  0.076
H: 0.298 -5.100 2.574  0.138
H: 4.160 -3.224 2.382  0.140
H: 5.345 -1.995 0.913  0.129
H: 6.398 -0.093 -0.287  0.127
H: 4.933 1.632 -1.348  0.120
H: 2.467 1.325 -1.226  0.125
H: -1.544 -5.260 1.377  0.129
H: -3.743 -5.046 0.229  0.128
H: -4.168 -3.035 -1.187  0.065
H: -2.394 -1.326 -1.393  0.110
C: 3.740 4.299 5.278  -0.046
C: 3.371 2.939 4.742  -0.221
C: 4.149 2.355 3.749  -0.049
C: 3.823 1.110 3.234  -0.076
C: 2.723 0.424 3.715  -0.017
C: 1.936 1.000 4.704  -0.209
N: 0.851 0.289 5.258  0.107
C: -0.053 -0.560 4.649  -0.169
C: -0.563 -1.611 5.430  -0.002
C: -1.513 -2.482 4.952  -0.060
C: -2.004 -2.344 3.656  -0.089
C: -1.505 -1.328 2.870  -0.055
C: -0.535 -0.429 3.332  -0.070
C: -0.195 0.712 2.433  -0.496
O: -0.035 1.846 2.786  0.148
O: -0.132 0.385 1.121  -0.042
C: 2.242 2.264 5.219  -0.161
C: 1.353 2.876 6.271  -0.027
H: 4.712 4.612 4.898  0.075
H: 3.785 4.303 6.369  0.086
H: 3.004 5.050 4.979  0.087
H: 5.029 2.878 3.388  0.107
H: 4.460 0.661 2.486  0.082
H: 2.481 -0.576 3.368  0.111
H: 0.863 0.224 6.261  0.143
H: -0.170 -1.744 6.432  0.123
H: -1.869 -3.285 5.587  0.113
H: -2.776 -3.006 3.280  0.101
H: -1.914 -1.164 1.882  0.102
H: 0.319 2.566 6.124  0.082
H: 1.386 3.963 6.236  0.073
H: 1.659 2.574 7.279  0.095
Cl: -5.472 -3.621 -3.446  0.722
C: -4.684 -2.124 -3.809  -0.670
C: -3.656 -2.094 -4.734  -0.084
C: -3.058 -0.878 -5.024  -0.013
C: -3.447 0.309 -4.409  -0.169
C: -2.747 1.590 -4.819  -0.313
C: -1.891 2.227 -3.714  -0.035
N: -0.927 1.281 -3.148  -0.018
C: 0.044 0.600 -3.855  -0.005
C: 0.674 -0.204 -2.964  -0.068
N: 0.071 -0.040 -1.729  0.026
C: -0.884 0.868 -1.881  -0.082
O: -3.667 2.566 -5.241  -0.098
C: -3.378 3.130 -6.527  -0.123
C: -2.073 3.872 -6.551  -0.332
C: -0.887 3.398 -7.033  -0.977
Cl: -0.588 1.878 -7.789  0.673
S: 0.402 4.517 -6.867  1.012
C: -0.643 5.665 -6.144  -0.394
C: -1.913 5.199 -6.042  -0.133
C: -4.473 0.237 -3.464  -0.571
Cl: -5.021 1.636 -2.597  0.772
C: -5.098 -0.966 -3.171  -0.132
H: -3.346 -3.002 -5.235  0.115
H: -2.275 -0.847 -5.776  0.123
H: -2.086 1.329 -5.646  0.090
H: -2.543 2.575 -2.919  0.107
H: -1.355 3.080 -4.128  0.135
H: 0.225 0.773 -4.905  0.126
H: 1.488 -0.893 -3.118  0.127
H: -1.505 1.253 -1.086  0.165
H: -4.197 3.820 -6.709  0.139
H: -3.394 2.357 -7.299  0.125
H: -0.256 6.628 -5.845  0.077
H: -2.730 5.771 -5.617  0.126
H: -5.916 -0.990 -2.462  0.113